No. 1
DFT (the ωB97M-V functional and the def2-TZVPD basis) results for a single C4H9N3S molecule.

Last column: natural (NBO) charge in e.
Atoms and positions in Å:
C -1.80020 -1.30300 0.41175  -0.63
C -1.03605 -0.40022 -0.62227  -0.12
C -1.00499 1.07029 -0.52932  -0.24
C 0.98363 0.26452 0.01193  0.54
H -2.94089 -1.03206 0.78277  0.21
H -1.55972 -2.29091 -0.03074  0.23
H -1.31938 -1.14627 1.48203  0.21
H -1.19305 -0.91591 -1.55272  0.21
H -1.92489 1.27587 -0.01056  0.21
H -0.87361 1.57023 -1.63555  0.19
H 0.39762 2.31912 -0.03955  0.37
H 2.37549 1.28440 0.85006  0.40
H 3.68690 -1.36064 0.98782  0.12
N 0.15012 1.36736 0.38150  -0.65
N 2.22837 0.52972 0.26258  -0.73
N 0.32185 -0.77888 -0.46048  -0.52
S 3.50880 -0.45361 -0.28925  0.19

## Properties
Energy above the lowest of the compared OMol25 structures with the same formula, charge and spin, eV: 3.189
F_max, eV/A: 5.5
SMILES string: C[C@H]1CNC(NS)=N1

***

No. 2
DFT (the ωB97M-V functional and the def2-TZVPD basis) results for a gas-phase ion, C4H9N3S (charge +2).

Last column: natural (NBO) charge in e.
Atoms and positions in Å:
C -1.09913 0.42862 0.83946  0.59
C 0.80541 -0.36846 -0.17275  0.18
C -0.60188 -0.51761 1.82942  -0.38
C 1.80587 -0.32318 -2.65332  -0.75
N -0.22476 0.59008 -0.13389  -0.58
N 0.46160 -1.30274 1.36944  -0.45
N -2.24289 1.13728 0.92342  -0.66
S 2.08355 -0.95545 -0.97128  0.79
H -0.37665 0.08060 2.74142  0.29
H -1.43865 -1.28778 2.15016  0.32
H 0.91137 0.35379 -2.62292  0.23
H 1.69711 -1.15260 -3.41638  0.31
H 2.65099 0.25360 -2.89551  0.28
H -0.63272 1.16897 -0.93520  0.47
H 1.26722 -1.17016 1.99452  0.41
H -2.69154 1.24348 1.84149  0.48
H -2.37490 1.82155 0.11191  0.45

## Properties
Energy above the lowest of the compared OMol25 structures with the same formula, charge and spin, eV: 2.034
F_max, eV/A: 5.6
Net charge: +2

***

No. 3
DFT (the ωB97M-V functional and the def2-TZVPD basis) results for 3 unconnected molecules or ions with the total composition C4H9N4.

Last column: natural (NBO) charge in e.
Atoms and positions in Å:
C 2.66078 -0.64189 0.31299  0.01
C 2.66901 0.78491 -0.03502  0.00
C -1.32130 1.38504 0.37303  -0.74
C -0.69605 0.07296 0.29988  0.64
N 1.45864 -1.06376 0.38896  -0.24
N 1.37495 1.14831 -0.10897  -0.19
N 0.67994 0.05380 0.19369  -0.09
N -1.29410 -1.05327 0.62181  -0.67
H 3.39972 -1.37932 0.53361  0.26
H 3.46160 1.44981 -0.31093  0.26
H -1.38515 2.07535 -0.44582  0.32
H -0.76865 2.12118 0.91256  0.32
H -2.33815 1.14634 0.50700  0.26
H -2.45233 -1.52215 -1.57912  -0.12
H -0.57364 -1.73552 0.64131  0.44
H -2.70434 -1.60002 -2.44191  0.12
H -2.17095 -1.24178 0.13694  0.44

## Properties
Energy above the lowest of the compared OMol25 structures with the same formula, charge and spin, eV: 3.508
F_max, eV/A: 4.0
Net charge: +1

***

No. 4
DFT (the ωB97M-V functional and the def2-TZVPD basis) results for a gas-phase ion, C4H9N4O (charge +1).

Last column: natural (NBO) charge in e.
Atoms and positions in Å:
C -0.85016 -1.29771 1.54922  0.64
C -1.03965 0.28490 1.22030  -0.33
C 0.36592 -0.47015 -0.77477  0.29
C -0.50891 1.85583 -0.59301  -0.43
N 2.46271 -1.18418 -1.32727  -0.14
N 1.50113 -0.50428 -1.40954  -0.14
N 0.30731 -1.71055 0.90545  -0.71
N -0.00374 0.61812 0.12877  -0.38
O -1.57072 -1.84002 2.34407  -0.51
H -2.00320 0.66266 0.65368  0.25
H -0.93555 0.83351 2.19005  0.28
H -0.32165 -0.83119 -1.45458  0.25
H -0.85474 2.65207 0.03182  0.26
H 0.37416 2.17176 -1.14364  0.23
H -1.31991 1.59172 -1.37640  0.25
H 3.25042 -0.99783 -2.04556  0.37
H 0.20747 -2.62206 0.63352  0.38
H 0.93911 0.78740 0.46789  0.45

## Properties
Energy above the lowest of the compared OMol25 structures with the same formula, charge and spin, eV: 5.952
F_max, eV/A: 6.1
Net charge: +1
SMILES string: [H]/N=C(\[O-])C[N@H+](C)C=[N+]=N

***

F_max of number 1 (C4H9N3S)? 5.5 eV/A